Record 1
{
  "formula": "C22H37AlBBr3CaCl2MgN6O13P",
  "method": "wB97M-V/def2-TZVPD",
  "multiplicity": 1,
  "e_tot_ha": -12294.24120,
  "gap_ha": 0.0516,
  "charge": 3,
  "lumo_energy_ev": -11.280,
  "homo_energy_ev": -12.7,
  "fmax_ha_per_bohr": 0.110,
  "symbols": ["C", "O", "B", "O", "C", "N", "C", "N", "P", "O", "Cl", "N", "C", "C", "O", "N", "C", "C", "C", "C", "C", "N", "H", "H", "H", "H", "H", "H", "H", "H", "H", "H", "H", "H", "H", "H", "H", "H", "H", "H", "H", "H", "H", "C", "C", "O", "O", "H", "H", "H", "C", "C", "C", "C", "C", "C", "N", "O", "O", "H", "H", "H", "H", "H", "Ca", "C", "Br", "Br", "Br", "H", "O", "H", "C", "C", "O", "H", "H", "H", "H", "H", "Cl", "Mg", "C", "O", "O", "O", "H", "Al"],
  "coordinates": [[2.1072, 2.4533, 5.1229], [2.6608, 1.1405, 5.4756], [1.5920, 0.2240, 5.2207], [1.0056, -0.3881, 6.3614], [1.1021, -0.0188, 3.6944], [0.2853, -1.2915, 3.5990], [0.5193, -1.9619, 2.2974], [0.1126, -3.1734, 1.8966], [-0.8728, -4.2072, 2.9742], [-0.0356, -4.2754, 4.5624], [-0.8205, -6.2652, 2.3076], [1.3450, -1.0228, 1.5778], [0.7735, -0.3208, 0.4238], [-0.5372, 0.5342, 0.6730], [-0.8493, 1.4225, -0.2522], [-1.4563, 0.3905, 1.7787], [-2.0091, 1.7040, 2.2387], [-2.5421, -0.5860, 1.4660], [2.1844, -0.3068, 2.5620], [3.1916, 0.8177, 2.1046], [4.5093, 0.1853, 1.4630], [4.5202, -0.7484, 0.5670], [2.0012, 2.5789, 3.9993], [1.0627, 2.4996, 5.5538], [2.7566, 3.2939, 5.4812], [0.1047, -0.6289, 6.0729], [0.5612, 0.9258, 3.3981], [0.7613, -1.8704, 4.3062], [0.4032, -3.4758, 0.9547], [-0.4008, -3.5877, 5.1586], [1.5251, 0.3761, -0.0584], [0.5338, -1.0894, -0.3799], [-2.9522, 1.9457, 1.6834], [-1.2817, 2.5558, 2.0754], [-2.2353, 1.7148, 3.3409], [-3.4652, -0.0489, 1.1042], [-2.8251, -1.1344, 2.4079], [-2.2176, -1.2844, 0.6399], [2.8596, -1.1294, 2.9715], [3.5349, 1.3379, 3.0519], [2.7195, 1.5900, 1.4383], [5.5154, 0.5696, 1.7990], [3.5448, -0.9821, 0.3318], [-2.8529, 5.4541, -0.2733], [-3.0781, 5.2383, 1.2303], [-2.2520, 4.4890, 1.8091], [-4.0598, 5.8367, 1.6928], [-1.9775, 4.9043, -0.6225], [-3.7252, 5.1103, -0.8305], [-2.7009, 6.5148, -0.4749], [6.6003, -0.3752, -4.1093], [7.4174, 0.6741, -4.6147], [7.4807, 1.9086, -3.9352], [6.7494, 2.0698, -2.7838], [5.9299, 1.0344, -2.2792], [5.8630, -0.1812, -2.9478], [6.8268, 3.3378, -2.0545], [7.5207, 4.2104, -2.5210], [6.1887, 3.4276, -1.0233], [6.5562, -1.3258, -4.6287], [7.9977, 0.5209, -5.5199], [8.1036, 2.7051, -4.3257], [5.3525, 1.1707, -1.3723], [5.2406, -0.9786, -2.5627], [1.4897, -5.0925, 3.6554], [-2.7697, -3.2153, -1.6786], [-4.5920, -3.7201, -2.0745], [-2.1615, -3.9371, 0.0260], [-1.5627, -3.6790, -3.1181], [-2.7537, -2.1326, -1.5863], [-6.7177, -1.0843, -2.6301], [-6.0870, -1.8069, -2.6808], [-8.8091, -4.2387, -3.9744], [-7.7877, -3.3783, -4.7558], [-6.6327, -3.4247, -4.0913], [-8.9732, -3.8572, -2.9592], [-9.7800, -4.2291, -4.4879], [-8.4958, -5.2791, -3.8932], [-8.2817, -2.3769, -4.8916], [-7.8135, -3.7760, -5.7849], [5.8655, 0.6320, -6.3304], [-8.7820, -2.3345, -2.7254], [-1.7757, 2.2010, -3.9386], [-2.5889, 1.2544, -3.7839], [-0.8026, 2.2057, -2.9845], [-1.7433, 3.0866, -4.7997], [-1.1711, 1.4112, -2.5439], [0.2529, 2.5626, 0.7334]],
  "forces_ev_per_angstrom": [[-0.6, 0.3, -0.5], [-1.9, -0.6, -1.0], [1.5, 0.8, 2.0], [0.1, 0.7, -2.7], [0.4, 0.2, -0.8], [0.5, -1.8, -0.5], [1.0, 4.3, 0.3], [0.7, 1.2, 0.6], [-1.6, 0.4, -0.9], [-1.5, 2.4, 2.6], [0.4, -0.7, -0.3], [-0.2, -1.2, -1.2], [-0.7, -0.6, -0.5], [-2.9, -0.6, -0.7], [1.4, -1.6, 2.4], [1.6, 0.7, -1.9], [-0.7, 0.4, -0.1], [-0.5, -1.0, 0.2], [0.7, -0.4, 1.5], [0.7, -0.5, 0.4], [-0.5, -0.3, -0.7], [-0.5, 1.4, 1.1], [0.2, -0.2, 1.1], [1.1, 0.5, -0.3], [-0.6, -1.1, 0.0], [0.3, -0.2, 0.6], [-0.1, -1.2, 0.1], [-0.6, -0.1, 0.1], [-0.3, 0.1, 0.5], [0.0, -0.6, 0.2], [-0.8, -0.8, 0.6], [0.0, 0.9, 0.8], [0.9, 0.1, 0.5], [-1.0, -0.7, 0.5], [0.3, -0.4, -1.1], [1.0, -0.3, 0.2], [0.4, 0.3, -1.1], [-0.3, 0.6, 1.2], [-0.7, 0.9, -0.3], [-0.6, -0.5, -1.1], [0.6, -0.7, 0.6], [-1.2, -0.3, -0.2], [0.3, -0.1, 0.1], [0.1, 0.2, -1.1], [-0.3, 0.1, 1.0], [0.5, -0.5, -0.2], [0.5, -0.3, -0.4], [0.0, 0.0, 0.2], [0.0, 0.1, 0.1], [-0.2, -0.1, 0.1], [-1.0, -1.0, 0.1], [-1.0, 0.1, -3.0], [-0.5, 1.4, 1.0], [0.8, -0.4, -1.2], [-0.2, -0.9, -0.3], [-0.1, 0.3, 0.3], [0.2, 1.2, 0.5], [-0.1, -0.5, -0.2], [-0.1, -0.5, -0.2], [0.2, 0.1, 0.1], [0.9, -0.3, 0.7], [-0.1, 0.0, 0.1], [0.2, 0.2, 0.0], [0.1, 0.1, 0.0], [2.7, -2.2, -1.2], [-0.6, 0.1, -0.7], [0.8, 0.0, 0.0], [-0.2, -0.2, -0.3], [-0.2, 0.1, 0.4], [0.0, -0.2, 0.0], [-2.9, -0.8, 0.6], [-0.1, -0.2, -0.3], [-1.1, -0.4, -1.8], [-0.2, -1.1, 1.0], [0.0, 0.5, 0.0], [-0.4, -2.7, 0.5], [-0.2, -0.1, 0.2], [0.1, 0.2, 0.4], [0.2, 0.7, -0.1], [0.2, 0.1, -0.1], [0.9, 0.2, 2.0], [4.1, 3.9, -0.4], [0.0, 0.6, -0.6], [-0.3, 0.3, -0.6], [0.0, -0.5, 0.5], [-0.4, -0.7, 0.3], [0.8, 0.2, 0.6], [0.7, 3.1, -0.5]]
}

---

Record 2
{
  "formula": "C22H37ClF5N2O9PS",
  "method": "wB97M-V/def2-TZVPD",
  "multiplicity": 1,
  "e_tot_ha": -3345.52958,
  "gap_ha": 0.2450,
  "charge": 0,
  "lumo_energy_ev": -2.210,
  "homo_energy_ev": -8.9,
  "fmax_ha_per_bohr": 0.181,
  "smiles": "COCCCc1cc(O)c(P(O)Cl)c2ncc(S(=O)(=O)C(F)(F)C(F)(F)F)nc12.CCO.CCO.CCO.CCO",
  "symbols": ["C", "O", "C", "C", "C", "C", "C", "C", "O", "C", "P", "O", "Cl", "C", "N", "C", "C", "S", "O", "O", "C", "F", "F", "C", "F", "F", "F", "N", "C", "H", "H", "H", "H", "H", "H", "H", "H", "H", "H", "H", "H", "H", "C", "C", "O", "H", "H", "H", "H", "H", "H", "C", "C", "O", "H", "H", "H", "H", "H", "H", "C", "C", "O", "H", "H", "H", "H", "H", "H", "C", "C", "O", "H", "H", "H", "H", "H", "H"],
  "coordinates": [[1.2964, 3.8102, 2.3434], [0.9567, 3.6986, 0.9170], [0.9574, 2.2627, 0.4791], [0.4724, 2.2777, -1.0850], [0.3891, 0.8199, -1.8169], [0.7912, -0.4686, -0.8910], [2.4009, -0.8629, -0.8223], [2.9360, -2.1784, 0.0367], [4.3649, -2.5357, 0.0535], [1.7932, -3.0657, 0.8068], [2.3798, -4.6492, 1.7764], [3.7087, -5.4244, 0.9143], [3.0746, -4.0267, 3.6845], [0.1577, -2.7210, 0.7991], [-0.7166, -3.6597, 1.5818], [-2.1406, -3.2071, 1.4081], [-2.6807, -1.9372, 0.5453], [-4.5585, -1.6302, 0.4755], [-5.1386, -2.8762, -0.2950], [-5.0884, -1.7248, 1.9280], [-5.0336, -0.0694, -0.4436], [-4.1066, 0.2552, -1.5652], [-6.3635, -0.3581, -1.0994], [-5.3011, 1.2362, 0.5305], [-4.0159, 1.7210, 1.1410], [-6.3078, 0.9868, 1.6080], [-5.9216, 2.2924, -0.3500], [-1.7456, -1.0150, -0.1803], [-0.3034, -1.4209, -0.0629], [1.5686, 2.7895, 2.8606], [2.1898, 4.5996, 2.4083], [0.3752, 4.3619, 2.8622], [0.2476, 1.6753, 1.2122], [2.0632, 1.8780, 0.6487], [1.2643, 2.9519, -1.6707], [-0.5424, 2.8601, -1.1316], [1.1667, 0.8508, -2.7214], [-0.6805, 0.7422, -2.3277], [3.1702, -0.2032, -1.4104], [4.7302, -2.5944, 0.9861], [3.6499, -5.2561, -0.0705], [-2.9726, -3.8741, 1.9456], [3.6556, -2.2840, -5.1499], [3.0928, -1.6011, -3.9207], [3.3636, -0.2081, -3.9728], [4.7366, -2.1235, -5.2182], [3.4592, -3.3596, -5.1228], [3.2137, -1.8675, -6.0609], [3.5530, -2.0047, -3.0139], [2.0103, -1.7460, -3.8522], [2.9435, 0.1422, -4.7771], [0.5390, -1.7538, 7.3945], [0.2944, -1.5039, 5.9208], [1.5293, -1.2877, 5.2539], [1.0561, -0.9022, 7.8485], [-0.4038, -1.9179, 7.9240], [1.1809, -2.6292, 7.5376], [-0.3290, -0.6157, 5.7813], [-0.2108, -2.3565, 5.4566], [2.0722, -2.0854, 5.3765], [0.9759, 0.3405, -8.0359], [2.2514, 0.9793, -7.5266], [3.2281, -0.0205, -7.2758], [0.5867, -0.3766, -7.3058], [0.2110, 1.0977, -8.2298], [1.1636, -0.2161, -8.9599], [2.0641, 1.5159, -6.5918], [2.6540, 1.6882, -8.2567], [3.3935, -0.4855, -8.1139], [-4.5122, 3.7475, 3.9659], [-3.6711, 4.8797, 4.5182], [-2.3384, 4.7720, 4.0398], [-4.0946, 2.7791, 4.2602], [-5.5417, 3.8135, 4.3291], [-4.5221, 3.7706, 2.8713], [-3.6458, 4.8399, 5.6113], [-4.0747, 5.8514, 4.2175], [-2.3711, 4.8169, 3.0688]],
  "forces_ev_per_angstrom": [[-0.1, 1.7, 0.3], [0.3, -2.3, 0.7], [0.2, 0.7, 0.3], [0.8, 0.8, 0.6], [0.1, -0.1, -0.8], [3.0, -2.6, 1.2], [-3.3, -1.4, 1.3], [-4.0, 0.5, 0.6], [-3.3, 1.1, 0.8], [1.7, 2.7, -1.8], [-1.0, -1.3, -1.4], [-1.5, 2.1, 0.0], [0.6, 0.3, -1.0], [1.8, 0.2, -0.4], [-3.4, 6.0, -4.0], [1.1, 0.2, -0.4], [5.5, 0.7, -0.6], [-2.6, -8.5, 2.9], [2.5, 5.3, 1.7], [2.1, 2.0, -4.7], [-1.8, 1.9, -3.7], [-2.9, -1.0, 4.0], [4.4, 0.8, 2.4], [-1.2, 2.5, 0.9], [-4.8, -1.7, -2.3], [4.0, 0.8, -4.0], [2.5, -3.5, 3.2], [0.8, -5.0, 3.3], [-0.5, 0.0, -0.1], [-0.6, 2.1, -1.1], [-1.7, -2.0, 0.0], [1.9, -1.5, -0.8], [1.2, 0.9, -1.7], [-2.2, 0.5, -0.6], [-1.7, -1.5, 1.3], [1.9, -1.3, 0.1], [-1.6, -0.4, 2.1], [2.3, -0.3, 1.4], [-1.7, -1.4, 1.2], [-1.1, 0.0, -1.3], [0.1, 0.0, 1.5], [2.1, 1.7, -1.3], [0.0, -0.3, -0.2], [0.0, -0.1, -0.5], [-0.2, 0.5, 0.1], [-0.1, 0.0, 0.1], [0.0, 0.0, 0.0], [0.0, -0.2, 0.3], [-0.1, 0.2, -0.1], [0.0, -0.2, 0.1], [0.4, -0.2, 0.3], [-0.1, 0.1, 0.2], [0.2, -0.2, 0.1], [0.3, -0.1, -0.2], [-0.1, -0.1, -0.1], [0.1, 0.0, 0.0], [-0.1, 0.0, 0.0], [0.2, -0.1, -0.1], [-0.2, 0.0, 0.1], [-0.3, 0.4, -0.1], [-0.3, 0.0, 0.0], [-0.1, -0.2, -0.4], [0.2, -0.1, -0.2], [0.0, 0.2, 0.0], [0.0, -0.1, 0.0], [0.0, 0.1, 0.0], [0.2, -0.1, 0.0], [-0.2, 0.2, 0.1], [0.0, 0.2, 0.5], [-0.2, -0.2, 0.1], [-0.1, -0.1, -0.3], [0.3, 0.1, -0.3], [-0.1, 0.2, 0.0], [0.0, -0.1, -0.1], [-0.1, 0.1, 0.1], [0.2, 0.0, -0.2], [-0.2, 0.0, 0.1], [0.0, 0.0, 0.5]]
}

---

Question: Which value of multiplicity does entry 2 give?
Answer: 1